{
  "formula": "C32H51N5O6PtS2SbSi3",
  "method": "ωB97M-V/def2-TZVPD",
  "orbital_gap_ev": 7.41,
  "homo_ha": -0.3810,
  "lumo_ev": -2.96,
  "multiplicity": 1,
  "charge": 1,
  "mol_weight_da": 1067.02,
  "elements": ["Pt", "O", "S", "O", "N", "C", "C", "C", "C", "C", "C", "C", "C", "N", "C", "C", "C", "C", "C", "C", "C", "H", "H", "H", "H", "H", "H", "H", "H", "H", "H", "H", "C", "C", "S", "O", "O", "C", "C", "N", "C", "N", "C", "C", "N", "O", "O", "C", "H", "H", "H", "H", "H", "H", "H", "H", "H", "H", "H", "H", "H", "C", "Si", "C", "C", "Sb", "Si", "C", "C", "C", "Si", "C", "C", "C", "H", "H", "H", "H", "H", "H", "H", "H", "H", "H", "H", "H", "H", "H", "H", "H", "H", "H", "H", "H", "H", "H", "H", "H", "H", "H", "H"],
  "coordinates": [[-1.49, 0.09, 0.17], [-4.46, 2.32, -2.03], [-3.11, 2.22, -1.56], [-2.13, 1.64, -2.45], [-3.06, 1.39, -0.15], [-4.25, 0.96, 0.46], [-5.47, 1.61, 0.50], [-6.57, 1.04, 1.16], [-6.49, -0.16, 1.81], [-5.26, -0.86, 1.80], [-5.06, -2.08, 2.49], [-3.83, -2.67, 2.47], [-2.80, -2.08, 1.73], [-2.96, -0.97, 1.05], [-4.17, -0.31, 1.10], [-2.52, 3.83, -1.14], [-2.90, 4.42, 0.06], [-2.45, 5.69, 0.36], [-1.64, 6.37, -0.53], [-1.26, 5.78, -1.73], [-1.71, 4.50, -2.04], [-5.59, 2.56, 0.00], [-7.50, 1.59, 1.16], [-7.33, -0.57, 2.34], [-5.88, -2.51, 3.04], [-3.63, -3.59, 3.01], [-1.82, -2.52, 1.67], [-3.52, 3.87, 0.76], [-2.74, 6.16, 1.30], [-1.29, 7.37, -0.29], [-0.63, 6.31, -2.43], [-1.43, 4.03, -2.97], [6.19, 0.23, 2.79], [6.41, 1.74, 2.70], [4.90, 2.68, 2.84], [5.24, 4.07, 2.97], [4.04, 2.05, 3.81], [4.09, 2.45, 1.26], [2.79, 3.25, 1.31], [1.76, 2.69, 0.43], [0.79, 1.86, 0.85], [-0.01, 1.52, -0.17], [0.50, 2.11, -1.30], [1.59, 2.83, -0.93], [2.44, 3.58, -1.80], [2.12, 3.62, -2.96], [3.43, 4.10, -1.31], [0.60, 1.47, 2.27], [7.15, -0.27, 2.89], [5.70, -0.15, 1.89], [5.58, -0.01, 3.66], [6.87, 2.05, 1.76], [7.02, 2.12, 3.51], [3.90, 1.38, 1.17], [4.74, 2.79, 0.45], [2.96, 4.28, 1.05], [2.38, 3.21, 2.32], [0.04, 2.01, -2.26], [0.54, 2.35, 2.91], [1.43, 0.85, 2.62], [-0.33, 0.91, 2.36], [2.14, -2.91, 2.13], [1.06, -3.84, 0.92], [2.05, -5.05, -0.10], [-0.27, -4.84, 1.80], [-0.01, -2.02, -0.58], [-1.74, -3.21, -2.10], [-0.98, -4.84, -2.59], [-3.33, -3.48, -1.16], [-2.01, -2.06, -3.55], [1.88, -1.26, -2.14], [1.07, -0.24, -3.49], [2.81, -2.71, -2.86], [3.08, -0.29, -1.08], [2.52, -3.58, 2.91], [1.59, -2.11, 2.63], [3.00, -2.47, 1.62], [2.45, -5.81, 0.58], [2.88, -4.60, -0.63], [1.42, -5.57, -0.82], [0.22, -5.51, 2.51], [-0.80, -5.47, 1.07], [-1.01, -4.27, 2.35], [-0.99, -5.55, -1.76], [0.06, -4.73, -2.93], [-1.54, -5.29, -3.41], [-3.19, -4.14, -0.30], [-4.05, -3.96, -1.83], [-3.76, -2.54, -0.82], [-1.19, -2.12, -4.27], [-2.11, -1.02, -3.23], [-2.93, -2.34, -4.07], [0.94, -0.85, -4.39], [1.71, 0.61, -3.76], [0.10, 0.15, -3.21], [2.15, -3.48, -3.27], [3.46, -3.18, -2.12], [3.44, -2.35, -3.68], [2.59, 0.55, -0.59], [3.90, 0.10, -1.70], [3.52, -0.93, -0.32]],
  "mulliken_charge": [1.99, -0.68, 1.01, -0.58, -0.26, -0.09, -0.62, -1.06, -0.92, 1.11, -1.00, -0.63, 0.62, 0.83, 0.13, 0.29, -0.22, -0.80, -0.51, -0.74, -0.26, 0.55, 0.41, 0.44, 0.45, 0.52, -0.65, 0.32, 0.44, 0.44, 0.47, 0.52, -0.99, -0.59, 1.37, -0.68, -0.66, 0.07, -1.89, 0.61, 1.19, -0.13, -0.99, -0.35, 1.18, -0.64, -0.67, -2.03, 0.40, 0.16, 0.31, 0.38, 0.48, 0.01, 0.52, 0.18, 0.55, 0.90, 0.51, 0.31, 0.22, -1.01, 0.58, -1.01, -1.03, -1.67, 0.35, -1.02, -0.83, -0.86, 0.88, -0.90, -1.23, -0.43, 0.46, 0.26, 0.20, 0.42, 0.28, 0.25, 0.45, 0.28, 0.31, 0.27, 0.21, 0.45, 0.25, 0.49, 0.18, 0.27, 0.09, 0.45, 0.50, 0.49, -0.08, 0.29, 0.32, 0.40, -0.39, 0.57, 0.27]
}

{
  "formula": "C32H52N2O4SeV",
  "method": "ωB97M-V/def2-TZVPD",
  "orbital_gap_ev": [6.35, 6.41],
  "homo_ha": [-0.3964, -0.3966],
  "lumo_ev": [-4.44, -4.39],
  "multiplicity": 1,
  "charge": 1,
  "de_lowest_kcal_mol": 2.8,
  "mol_weight_da": 658.68,
  "elements": ["V", "C", "C", "C", "C", "C", "C", "C", "Se", "C", "C", "C", "C", "C", "C", "O", "C", "C", "C", "C", "C", "C", "C", "C", "C", "O", "C", "C", "C", "C", "C", "C", "H", "H", "H", "H", "H", "H", "H", "H", "H", "H", "H", "H", "H", "H", "H", "H", "H", "H", "H", "H", "H", "H", "H", "H", "H", "H", "H", "H", "H", "H", "H", "H", "H", "H", "H", "H", "H", "H", "H", "H", "N", "C", "C", "C", "C", "N", "H", "H", "H", "H", "H", "H", "H", "H", "H", "H", "H", "H", "O", "O"],
  "coordinates": [[0.38, 0.28, 0.08], [5.17, 5.17, 2.08], [3.85, 5.41, 2.82], [4.15, 5.55, 4.32], [3.21, 6.72, 2.33], [2.90, 4.25, 2.53], [2.51, 4.00, 1.22], [1.63, 2.96, 0.96], [1.02, 2.57, -0.81], [-0.81, 3.13, -0.72], [-1.12, 4.47, -0.87], [-2.45, 4.86, -0.80], [-3.39, 3.86, -0.57], [-3.11, 2.50, -0.41], [-1.76, 2.13, -0.51], [-1.35, 0.84, -0.43], [-4.30, 1.55, -0.18], [-5.17, 2.09, 0.97], [-5.13, 1.50, -1.46], [-3.92, 0.12, 0.21], [-2.90, 6.31, -0.95], [-3.87, 6.42, -2.13], [-3.61, 6.75, 0.34], [-1.72, 7.25, -1.20], [1.14, 2.15, 1.98], [0.25, 1.18, 1.60], [1.51, 2.36, 3.30], [2.39, 3.42, 3.53], [0.99, 1.47, 4.44], [1.55, 1.90, 5.79], [-0.54, 1.55, 4.51], [1.43, 0.02, 4.19], [5.86, 6.00, 2.27], [5.02, 5.10, 1.00], [5.64, 4.25, 2.42], [4.82, 6.39, 4.47], [4.63, 4.66, 4.72], [3.24, 5.75, 4.90], [3.88, 7.56, 2.54], [2.26, 6.90, 2.84], [3.03, 6.70, 1.26], [2.87, 4.61, 0.40], [-0.33, 5.19, -1.04], [-4.43, 4.15, -0.52], [-5.59, 3.07, 0.76], [-4.59, 2.17, 1.89], [-6.00, 1.41, 1.15], [-5.49, 2.48, -1.75], [-6.00, 0.85, -1.33], [-4.54, 1.11, -2.29], [-3.29, 0.09, 1.10], [-3.41, -0.40, -0.61], [-4.84, -0.43, 0.43], [-4.76, 5.80, -1.99], [-3.39, 6.11, -3.06], [-4.20, 7.45, -2.25], [-4.49, 6.14, 0.55], [-3.95, 7.79, 0.24], [-2.94, 6.69, 1.20], [-1.19, 7.00, -2.12], [-1.01, 7.23, -0.37], [-2.09, 8.27, -1.30], [2.69, 3.61, 4.55], [1.25, 2.92, 6.05], [2.63, 1.83, 5.83], [1.15, 1.24, 6.57], [-0.86, 2.58, 4.72], [-0.90, 0.92, 5.32], [-1.02, 1.24, 3.58], [2.52, -0.06, 4.16], [1.04, -0.37, 3.25], [1.08, -0.62, 5.01], [-0.64, -1.43, 0.84], [-0.15, -2.83, 0.83], [0.11, -3.38, -0.57], [1.37, -2.83, -1.25], [1.13, -1.77, -2.32], [0.20, -0.70, -1.88], [-0.81, -1.14, 1.80], [-1.56, -1.37, 0.40], [-0.89, -3.46, 1.34], [0.77, -2.86, 1.42], [-0.78, -3.25, -1.19], [0.21, -4.46, -0.45], [1.90, -3.64, -1.74], [2.06, -2.44, -0.50], [0.73, -2.23, -3.23], [2.07, -1.29, -2.58], [-0.77, -1.03, -1.90], [0.21, 0.06, -2.56], [2.01, -0.08, 0.08], [3.26, -0.08, -0.12]],
  "mulliken_charge": [0.32, -1.61, 2.04, -2.14, -1.62, -0.33, -0.98, 0.07, 0.23, 0.13, -0.56, -0.52, -0.26, -0.50, 0.89, 0.11, 2.01, -1.80, -1.67, -1.56, 2.00, -1.60, -1.57, -2.12, 0.11, 0.12, -0.76, 0.00, 2.39, -2.41, -1.48, -1.37, 0.44, 0.34, 0.37, 0.44, 0.42, 0.42, 0.46, 0.36, 0.34, 0.63, 0.63, 0.39, 0.36, 0.37, 0.49, 0.32, 0.46, 0.33, 0.13, 0.13, 0.63, 0.30, 0.36, 0.46, 0.32, 0.46, 0.35, 0.38, 0.40, 0.44, 0.62, 0.47, 0.46, 0.44, 0.36, 0.46, 0.08, 0.35, -0.04, 0.47, -0.35, -0.87, -0.86, -0.31, -1.01, -0.38, 0.28, 0.11, 0.49, 0.40, 0.43, 0.37, 0.45, 0.20, 0.45, 0.39, 0.27, 0.34, 0.07, -0.69]
}

{
  "formula": "C32H52N4O2PSTbTe",
  "method": "ωB97M-V/def2-TZVPD",
  "orbital_gap_ev": [6.11, 6.33],
  "homo_ha": [-0.6138, -0.6138],
  "lumo_ev": [-10.60, -10.38],
  "multiplicity": 7,
  "charge": 4,
  "de_lowest_kcal_mol": 0.0,
  "s2": 12.698,
  "mol_weight_da": 874.36,
  "elements": ["Tb", "C", "C", "N", "C", "C", "S", "C", "C", "N", "H", "H", "H", "H", "H", "H", "H", "H", "H", "H", "H", "H", "H", "H", "C", "C", "C", "C", "C", "C", "C", "C", "C", "C", "C", "C", "H", "H", "H", "H", "H", "H", "H", "H", "H", "H", "H", "H", "H", "H", "H", "H", "H", "H", "Te", "C", "C", "C", "C", "C", "C", "C", "C", "C", "C", "C", "C", "H", "H", "H", "H", "H", "H", "H", "H", "H", "H", "N", "C", "P", "O", "O", "C", "N", "H", "H", "H", "H", "H", "H", "H", "H", "H", "H"],
  "coordinates": [[1.03, -0.70, 0.93], [2.40, 1.83, 0.05], [2.47, 1.17, -1.29], [1.75, -0.14, -1.35], [2.43, -1.24, -2.11], [3.60, -1.90, -1.35], [3.28, -2.16, 0.42], [4.41, -1.00, 1.27], [4.23, 0.50, 1.09], [2.76, 0.98, 1.13], [1.37, 2.09, 0.26], [2.94, 2.78, 0.01], [3.46, 1.04, -1.71], [1.91, 1.84, -1.97], [0.87, 0.04, -1.88], [2.82, -0.92, -3.11], [1.63, -1.98, -2.34], [4.52, -1.34, -1.62], [3.78, -2.91, -1.74], [5.42, -1.32, 1.01], [4.40, -1.31, 2.32], [4.67, 0.84, 0.14], [4.75, 1.05, 1.93], [2.72, 1.55, 1.96], [-2.50, -1.63, 2.57], [-1.05, -1.23, 2.87], [-0.08, -2.26, 2.98], [-0.52, -3.71, 2.95], [1.30, -1.98, 3.23], [2.33, -3.16, 3.25], [1.62, -0.65, 3.69], [2.94, -0.42, 4.49], [0.59, 0.35, 3.72], [0.87, 1.59, 4.60], [-0.64, 0.08, 3.06], [-1.54, 1.29, 2.67], [-3.18, -0.79, 2.50], [-2.85, -2.30, 3.38], [-2.51, -2.25, 1.69], [-1.08, -3.93, 3.92], [0.35, -4.38, 2.85], [-1.29, -3.94, 2.16], [3.41, -2.86, 3.36], [2.27, -3.78, 2.29], [2.13, -3.89, 4.05], [2.81, -0.54, 5.54], [3.33, 0.62, 4.37], [3.69, -1.07, 4.03], [0.06, 2.32, 4.71], [1.81, 2.03, 4.25], [1.09, 1.21, 5.59], [-2.27, 0.91, 1.94], [-1.00, 2.12, 2.12], [-2.06, 1.74, 3.52], [-1.00, 2.48, -1.29], [-1.26, 2.53, -3.42], [-0.62, 3.45, -4.28], [-0.71, 3.22, -5.65], [-1.53, 2.26, -6.18], [-2.28, 1.37, -5.31], [-2.18, 1.61, -3.95], [-2.08, 4.30, -1.17], [-3.46, 4.28, -1.00], [-4.09, 5.51, -0.81], [-3.41, 6.70, -0.80], [-2.02, 6.65, -0.99], [-1.35, 5.48, -1.19], [-0.05, 4.31, -3.87], [-0.12, 3.81, -6.36], [-1.61, 2.27, -7.27], [-2.85, 0.52, -5.67], [-2.77, 1.03, -3.22], [-3.97, 3.31, -1.00], [-5.14, 5.53, -0.72], [-3.92, 7.61, -0.56], [-1.44, 7.58, -0.93], [-0.27, 5.48, -1.46], [-1.07, -5.57, -1.85], [-0.37, -4.19, -1.76], [-1.40, -2.95, -0.98], [-2.30, -3.76, -0.04], [-0.52, -1.77, -0.34], [-2.63, -2.24, -2.16], [-3.94, -2.26, -1.33], [-1.14, -5.98, -0.87], [-0.59, -6.15, -2.53], [-2.04, -5.46, -2.14], [-0.16, -3.98, -2.82], [0.62, -4.34, -1.30], [-2.85, -2.78, -3.15], [-2.42, -1.21, -2.48], [-3.79, -2.88, -0.52], [-4.62, -2.79, -1.93], [-4.27, -1.27, -1.13]],
  "mulliken_charge": [-0.03, -0.78, -0.89, 0.27, -0.44, -0.72, -0.04, -0.30, -0.84, 0.04, 0.30, 0.49, 0.41, 0.49, 0.11, 0.46, -0.14, 0.45, 0.60, 0.72, -0.04, 0.34, 0.54, 0.24, -1.95, 0.67, 1.46, -1.79, 0.36, -1.47, 1.21, -1.91, 0.65, -1.63, 0.27, -1.68, 0.49, 0.38, 0.33, 0.36, 0.47, 0.20, 0.28, 0.45, 0.54, 0.53, 0.36, 0.32, 0.43, 0.32, 0.42, 0.33, 0.33, 0.47, 0.09, 0.32, -0.41, -0.55, -0.45, -0.62, -0.27, 0.70, -0.56, -0.49, -0.72, -0.51, -0.35, 0.34, 0.41, 0.38, 0.38, 0.41, 0.31, 0.45, 0.45, 0.39, 0.28, -0.18, -1.20, 0.71, -1.02, 0.23, -0.17, -0.25, 0.39, 0.39, 0.34, 0.51, 0.43, 0.52, -0.22, 0.29, 0.42, 0.35]
}

Question: Which of these has the highest charge?
Answer: C32H52N4O2PSTbTe

Question: Which of these has the highest charge?
Answer: C32H52N4O2PSTbTe